The following is a DFT calculation (ωB97M-V/def2-TZVPD) of a cluster of 2 separate species, C5H14 in total at a distorted geometry.

```
19
Properties=species:S:1:pos:R:3:forces:R:3:lowdin_charge:R:1
C 1.904680 -2.575461 -1.171076 -0.12 -0.70 -0.43 -0.191
C -1.675845 1.156221 0.205933 3.10 -0.71 2.37 -0.305
C -1.362881 1.303930 1.729086 -3.17 1.02 0.33 -0.134
C -0.554435 1.977190 -0.496186 -0.51 -1.98 -0.29 -0.122
C 1.334307 -1.562590 -0.187002 -1.26 -0.88 0.58 -0.187
H -1.619615 0.072702 -0.028351 -0.20 0.72 -0.27 0.090
H 2.318132 -2.039698 -2.015247 0.10 0.08 -0.34 0.052
H 1.198446 -3.334886 -1.615234 0.54 0.77 0.84 0.081
H 1.914427 -0.634797 -0.308621 -0.44 -0.24 0.66 0.060
H 0.451159 1.380166 -0.522241 -1.70 1.66 0.52 0.098
H -0.621600 3.021198 -0.160325 0.81 -0.45 0.09 0.074
H 0.272289 -1.420305 -0.468421 0.52 0.53 0.20 0.050
H -2.380097 1.527658 2.337826 2.34 -1.24 -1.01 0.112
H 1.277227 -1.975194 0.881482 0.46 0.84 -1.43 0.089
H -2.646579 1.513822 0.096187 -1.55 0.73 -0.99 0.064
H -0.765443 0.477117 2.054934 0.09 -0.32 0.76 0.046
H -0.935822 1.958463 -1.479536 0.27 0.41 -1.80 0.033
H 2.735852 -3.086010 -0.703841 0.22 -0.40 -0.06 0.052
H -0.844198 2.240465 1.850640 0.52 0.16 0.27 0.037
```
Forces are in eV/Å.

## Properties
total charge: 0
SMILES: CCC.CC
relative energy (zero: lowest compared OMol25 entry of this formula, charge and spin): 28.3 kcal per mole
HOMO level: -0.3950 Ha
electronic energy: -5410.8225 eV